[1]
Formula: C3H7NO2
Source: OMol25
Level of theory: ωB97M-V with the def2-TZVPD basis set

energy = -323.68266 hartree
energy above the lowest of the compared OMol25 structures with the same formula, charge and spin = 258.1 kJ/mol
E_HOMO = -9.7 eV
structure (SMILES) = O=CNCCO
largest force on an atom = 2.02 eV/Å

Geometry (Å):
O (-0.41, -0.67, 1.21)
C (-1.11, -0.60, -0.01)
C (-0.62, 0.63, -0.79)
N (0.84, 0.69, -0.63)
C (1.34, 0.44, 0.68)
O (1.45, 1.22, 1.58)
H (0.48, -1.09, 1.10)
H (-2.18, -0.53, 0.21)
H (-0.95, -1.52, -0.59)
H (-1.07, 1.55, -0.41)
H (-0.85, 0.57, -1.87)
H (1.27, -0.01, -1.22)
H (1.80, -0.68, 0.74)



[2]
Formula: C36H28BrCl2N10O5Pd
Source: OMol25
Level of theory: ωB97M-V with the def2-TZVPD basis set

energy = -5934.82281 hartree
energy above the lowest of the compared OMol25 structures with the same formula, charge and spin = 66.5 kJ/mol
E_HOMO = -3.2 eV
net charge = -1
largest force on an atom = 0.87 eV/Å

Geometry (Å):
Pd (0.41, -0.73, 0.55)
C (2.14, 3.33, 0.81)
O (1.10, 2.88, -0.02)
C (-0.08, 3.54, 0.04)
C (-0.21, 4.84, 0.49)
C (-1.48, 5.43, 0.50)
Br (-1.64, 7.23, 1.10)
C (-2.59, 4.75, 0.09)
C (-2.46, 3.43, -0.37)
C (-1.21, 2.81, -0.41)
O (-0.99, 1.57, -0.81)
C (-3.64, 2.65, -0.75)
N (-3.56, 1.45, -1.26)
C (-4.86, 1.03, -1.45)
C (-5.34, -0.18, -1.94)
C (-6.71, -0.34, -2.01)
C (-7.59, 0.68, -1.60)
C (-7.13, 1.88, -1.10)
C (-5.75, 2.04, -1.04)
N (-4.94, 3.07, -0.60)
H (2.61, 4.24, 0.42)
H (2.87, 2.52, 0.85)
H (1.78, 3.52, 1.83)
H (0.65, 5.40, 0.82)
H (-3.55, 5.24, 0.11)
H (-1.84, 1.10, -0.99)
H (-4.64, -0.94, -2.24)
H (-7.12, -1.27, -2.38)
H (-8.66, 0.51, -1.66)
H (-7.81, 2.66, -0.78)
H (-5.24, 3.93, -0.18)
C (5.32, 0.93, -1.47)
N (4.32, 0.28, -0.68)
C (2.98, 0.43, -0.75)
N (2.38, -0.52, -0.07)
C (3.43, -1.24, 0.44)
N (4.61, -0.81, 0.07)
C (5.38, 0.41, -2.89)
C (6.50, 0.65, -3.69)
C (6.52, 0.24, -5.01)
C (5.42, -0.41, -5.57)
C (4.31, -0.65, -4.77)
C (4.30, -0.26, -3.44)
C (3.10, -1.27, -5.31)
N (2.68, -1.34, -6.52)
N (1.38, -1.87, -6.45)
C (1.15, -2.07, -5.20)
O (2.20, -1.73, -4.42)
C (-0.07, -2.52, -4.52)
C (-1.31, -2.27, -5.08)
C (-2.45, -2.59, -4.36)
C (-2.35, -3.16, -3.11)
C (-1.11, -3.46, -2.56)
C (-1.06, -4.18, -1.23)
N (0.26, -4.43, -0.71)
C (1.20, -3.59, -0.25)
N (2.29, -4.25, 0.09)
C (1.95, -5.54, -0.18)
N (0.74, -5.70, -0.67)
C (0.03, -3.13, -3.27)
H (6.28, 0.80, -0.97)
H (5.09, 2.00, -1.49)
H (2.49, 1.21, -1.32)
H (3.28, -2.12, 1.05)
H (7.36, 1.16, -3.26)
H (7.40, 0.43, -5.62)
H (5.41, -0.72, -6.60)
H (3.43, -0.47, -2.83)
H (-1.37, -1.79, -6.05)
H (-3.43, -2.36, -4.77)
H (-3.25, -3.38, -2.54)
H (-1.49, -5.17, -1.36)
H (-1.66, -3.66, -0.48)
H (1.04, -2.52, -0.15)
H (2.60, -6.37, -0.02)
H (1.01, -3.33, -2.85)
Cl (-4.67, -0.41, 2.10)
C (-3.85, -1.78, 1.29)
Cl (-3.61, -3.11, 2.47)
C (-2.51, -1.34, 0.64)
O (-1.70, -0.79, 1.41)
O (-2.47, -1.56, -0.58)
H (-4.53, -2.15, 0.54)



[3]
Formula: C2Cl2O5S
Source: OMol25
Level of theory: ωB97M-V with the def2-TZVPD basis set

energy = -1771.01795 hartree
energy above the lowest of the compared OMol25 structures with the same formula, charge and spin = 0.0 kJ/mol
E_HOMO = -1.1 eV
net charge = -2
structure (SMILES) = O=C([O-])C(Cl)(Cl)S(=O)(=O)[O-]
largest force on an atom = 2.26 eV/Å

Geometry (Å):
C (-1.05, -0.38, 0.99)
C (-0.58, 0.01, -0.45)
O (-1.65, 0.51, 1.60)
O (1.57, -0.19, 1.14)
O (-0.77, -1.53, 1.23)
O (1.96, -0.58, -1.16)
O (1.43, 1.75, -0.37)
S (1.28, 0.28, -0.20)
Cl (-0.69, -1.25, -1.65)
Cl (-1.49, 1.38, -1.13)



[4]
Formula: C19H37AlClSi4Te
Source: OMol25
Level of theory: ωB97M-V with the def2-TZVPD basis set

energy = -2874.94412 hartree
E_HOMO = -2.4 eV
net charge = -1
largest force on an atom = 2.03 eV/Å

Geometry (Å):
C (1.69, 1.11, -0.82)
C (1.80, -0.18, -1.43)
C (2.00, -1.14, -0.43)
H (1.81, -0.35, -2.50)
C (2.04, -0.51, 0.83)
C (1.95, 0.92, 0.61)
H (2.25, 1.70, 1.30)
H (1.69, 2.07, -1.32)
H (2.17, -2.19, -0.61)
H (2.28, -0.96, 1.78)
Al (-0.09, 0.63, 0.41)
Cl (-1.44, 1.14, -1.15)
C (-3.02, -4.25, -1.48)
C (-2.23, -5.03, -0.59)
C (-1.07, -5.48, -1.30)
H (-2.47, -5.27, 0.45)
C (-1.15, -4.97, -2.64)
C (-2.36, -4.21, -2.75)
H (-2.72, -3.71, -3.65)
H (-3.98, -3.78, -1.25)
H (-0.28, -6.11, -0.91)
H (-0.43, -5.15, -3.43)
C (-3.06, 4.16, 3.83)
Si (-1.26, 4.61, 4.16)
C (-1.15, 6.45, 4.52)
C (-0.60, 3.65, 5.64)
Si (-0.03, 3.94, 2.28)
Te (-0.72, 1.52, 2.75)
Si (-0.68, 5.31, 0.47)
C (-0.25, 7.11, 0.80)
C (0.20, 4.80, -1.11)
C (-2.53, 5.21, 0.21)
Si (2.22, 4.47, 2.68)
C (2.42, 6.18, 3.45)
C (2.90, 3.20, 3.88)
C (3.22, 4.46, 1.09)
H (-3.63, 4.36, 4.75)
H (-3.19, 3.10, 3.57)
H (-3.50, 4.76, 3.03)
H (-1.75, 6.64, 5.42)
H (-0.13, 6.79, 4.73)
H (-1.56, 7.06, 3.71)
H (-0.61, 2.56, 5.51)
H (0.43, 3.95, 5.89)
H (-1.24, 3.90, 6.50)
H (0.83, 7.28, 0.91)
H (-0.59, 7.71, -0.06)
H (-0.74, 7.51, 1.70)
H (-0.04, 3.77, -1.39)
H (-0.13, 5.45, -1.93)
H (1.29, 4.90, -1.03)
H (-2.85, 4.17, 0.05)
H (-3.10, 5.62, 1.06)
H (-2.80, 5.78, -0.69)
H (1.94, 6.26, 4.43)
H (3.49, 6.37, 3.59)
H (2.02, 6.98, 2.81)
H (2.82, 2.17, 3.50)
H (3.97, 3.42, 4.05)
H (2.40, 3.23, 4.85)
H (3.17, 3.51, 0.54)
H (2.92, 5.26, 0.41)
H (4.28, 4.63, 1.35)



Q: Which formula does entry 3 have?
A: C2Cl2O5S